Here is a molecular structure, C2H5N5O at a distorted geometry from the Open Molecules 2025 dataset. Energies are from ωB97M-V with the def2-TZVPD basis set.

Geometry as XYZ:
```
13
Properties=species:S:1:pos:R:3:forces:R:3
C 0.25328 -0.66565 -0.39655 2.029 -1.763 2.294
C -1.68457 -0.16434 -0.11348 -4.513 0.627 1.043
H 2.36913 -0.64975 -0.75288 -3.322 -1.205 2.444
H 1.71082 -2.06877 -0.01685 -0.540 0.059 0.182
H -3.39062 0.74759 -0.18898 1.422 -3.274 2.283
H 2.12276 1.64476 0.55826 -4.986 -1.806 -0.809
H 0.69977 0.64183 1.52816 1.013 2.579 -3.999
N 1.52649 -1.07121 -0.06598 3.271 -0.409 -3.498
N -0.86986 -1.24000 0.00000 3.705 1.641 -1.556
N -2.92199 -0.24978 0.29579 0.683 4.699 -3.728
N 0.29257 0.71088 -0.69846 2.258 -0.166 1.551
N 0.90766 1.35247 0.53442 2.070 -0.414 3.206
O -1.01546 1.01196 -0.68344 -3.092 -0.569 0.587
```
Forces are in eV/Å.

Values from the calculation:
- E_LUMO (eV) = 0.083
- relative energy (zero: lowest compared OMol25 entry of this formula, charge and spin) (kcal/mol) = 124.21
- total charge = 0
- gap between HOMO and LUMO (eV) = 9.29

***

Here is a single C2H5N5O3 molecule at a distorted geometry from the Open Molecules 2025 dataset. Energies are from ωB97M-V with the def2-TZVPD basis set.

Geometry as XYZ:
```
15
Properties=species:S:1:pos:R:3:forces:R:3
C -0.94219 0.97044 -0.94221 -0.922 -0.381 -0.612
N -0.23335 0.76749 0.30490 -1.247 0.690 -0.412
N -0.58107 1.70359 1.27509 1.886 -1.685 0.786
O 0.04595 1.59230 2.31903 -1.339 0.818 -1.020
C 0.68945 -0.29963 0.33947 0.641 1.534 1.354
N 1.67253 -0.03920 1.22685 -0.138 -0.789 -0.784
N 0.79463 -1.28056 -0.48558 -0.622 -1.642 -0.938
N -0.37923 -1.95199 -1.03104 0.149 1.743 1.718
O -1.33836 -2.04624 -0.26375 0.586 -0.124 -0.662
O -0.30657 -2.38296 -2.14357 0.270 -0.045 0.019
H -1.68578 0.16911 -1.05849 -0.270 0.612 0.129
H -1.38977 1.98280 -0.97930 0.258 -0.766 0.179
H -0.28412 0.81258 -1.79251 0.389 0.348 0.063
H 1.57480 0.74070 1.84643 0.059 0.066 0.133
H 2.36307 -0.73843 1.38470 0.301 -0.379 0.047
```
Forces are in eV/Å.

Values from the calculation:
- E_LUMO (eV) = -0.875
- relative energy (zero: lowest compared OMol25 entry of this formula, charge and spin) (kcal/mol) = 58.76
- total charge = 0
- gap between HOMO and LUMO (eV) = 9.32

***

Here is a molecular structure, C2H5NO at a distorted geometry from the Open Molecules 2025 dataset. Energies are from ωB97M-V with the def2-TZVPD basis set.

Geometry as XYZ:
```
9
Properties=species:S:1:pos:R:3:forces:R:3
C 0.41400 -0.19903 -0.34131 -6.315 -1.381 1.840
N 0.94430 -1.14569 0.31288 -0.127 -0.887 -1.457
C -0.96596 0.32080 0.30435 2.027 -0.315 0.999
O 0.62517 0.73800 -1.36064 3.282 -1.488 2.497
H 1.52471 -1.86075 -0.11997 0.915 0.871 -0.184
H 1.12748 0.86094 -0.36198 0.903 3.053 -3.136
H -1.88925 -0.13107 -0.05831 0.339 0.257 -0.639
H -0.89250 1.41005 0.28603 -0.821 -0.122 -0.222
H -0.88795 0.00675 1.33895 -0.202 0.013 0.301
```
Forces are in eV/Å.

Values from the calculation:
- E_LUMO (eV) = 0.627
- relative energy (zero: lowest compared OMol25 entry of this formula, charge and spin) (kcal/mol) = 98.06
- total charge = 0
- gap between HOMO and LUMO (eV) = 10.55

***

Here is a single C2H5NO molecule from the Open Molecules 2025 dataset. Energies are from ωB97M-V with the def2-TZVPD basis set.

Geometry as XYZ:
```
9
Properties=species:S:1:pos:R:3:forces:R:3
N 1.07739 -0.63717 -0.10001 -0.123 -0.427 0.767
C -0.20414 -0.32941 0.49526 0.220 0.009 -0.293
C -0.82423 0.79463 -0.28535 -0.053 0.717 0.155
O -0.79360 1.94289 0.08884 -0.108 -0.250 -0.069
H 1.77916 0.06702 0.02900 0.118 0.013 -0.485
H 1.06766 -1.18718 -0.93704 0.233 0.266 -0.212
H -0.06741 0.01449 1.51358 0.002 -0.046 0.243
H -0.81407 -1.22592 0.48311 -0.243 -0.107 0.049
H -1.22075 0.56064 -1.28739 -0.045 -0.174 -0.154
```
Forces are in eV/Å.

Values from the calculation:
- E_LUMO (eV) = 1.029
- relative energy (zero: lowest compared OMol25 entry of this formula, charge and spin) (kcal/mol) = 30.73
- total charge = 0
- gap between HOMO and LUMO (eV) = 10.15

***

Here is 2 unconnected molecules or ions with the total composition C2H5NO from the Open Molecules 2025 dataset. Energies are from ωB97M-V with the def2-TZVPD basis set.

Geometry as XYZ:
```
9
Properties=species:S:1:pos:R:3:forces:R:3
N -0.64460 1.81454 -0.48461 -0.105 -0.182 0.414
C -0.93035 1.38127 0.61373 -0.078 -0.098 0.268
O -1.14779 0.84114 1.62848 0.149 0.435 -0.756
H -0.82203 2.74525 -0.82194 -0.033 -0.033 0.103
C 0.71920 -1.38084 -0.18540 0.006 0.008 -0.017
H 1.74744 -1.47530 0.17101 -0.136 -0.013 -0.043
H 0.48583 -2.21102 -0.85634 0.042 0.111 0.105
H 0.03661 -1.39600 0.66798 0.118 -0.032 -0.136
H 0.60982 -0.43674 -0.72491 0.036 -0.196 0.062
```
Forces are in eV/Å.

Values from the calculation:
- E_LUMO (eV) = 0.742
- relative energy (zero: lowest compared OMol25 entry of this formula, charge and spin) (kcal/mol) = 14.20
- total charge = 0
- gap between HOMO and LUMO (eV) = 11.95

***

Here is a molecular structure, C2H5NO at a distorted geometry from the Open Molecules 2025 dataset. Energies are from ωB97M-V with the def2-TZVPD basis set.

Geometry as XYZ:
```
9
Properties=species:S:1:pos:R:3:forces:R:3
C -1.30786 -0.14383 -0.03839 -0.679 -0.832 -0.122
C 0.51691 0.53568 0.06168 1.357 0.864 0.125
O 0.77098 1.66248 0.21163 0.230 -0.124 -0.019
N 0.20985 -0.63899 -0.09514 -1.883 1.356 0.163
H -1.61761 0.33185 0.90758 0.398 -0.406 -0.224
H -1.74713 -1.11051 -0.14677 -0.993 -0.259 -0.039
H -1.60809 0.52925 -0.85798 0.359 -0.440 0.120
H 2.47534 -0.35010 -0.29755 0.647 -0.163 0.092
H 2.30762 -0.81583 0.25494 0.564 0.004 -0.095
```
Forces are in eV/Å.

Values from the calculation:
- E_LUMO (eV) = 0.920
- relative energy (zero: lowest compared OMol25 entry of this formula, charge and spin) (kcal/mol) = 68.37
- total charge = 0
- gap between HOMO and LUMO (eV) = 11.53

***

Here is a single C2H5NO molecule from the Open Molecules 2025 dataset. Energies are from ωB97M-V with the def2-TZVPD basis set.

Geometry as XYZ:
```
9
Properties=species:S:1:pos:R:3:forces:R:3
C 0.01168 0.80552 0.77214 -0.055 0.118 0.139
N 0.48755 -0.08095 -0.26669 -0.033 -0.166 -0.103
C -0.32190 -0.98691 -0.87143 -0.018 0.020 0.012
O -1.51661 -1.08802 -0.68188 0.268 -0.013 -0.010
H -0.94401 0.41485 1.12635 0.133 0.108 -0.017
H 0.72760 0.82353 1.59854 -0.125 0.021 -0.080
H -0.13816 1.82793 0.40846 0.002 -0.144 0.029
H 1.45964 -0.06558 -0.52479 -0.069 -0.054 0.019
H 0.23421 -1.65036 -1.56072 -0.103 0.109 0.010
```
Forces are in eV/Å.

Values from the calculation:
- E_LUMO (eV) = 0.900
- relative energy (zero: lowest compared OMol25 entry of this formula, charge and spin) (kcal/mol) = 11.17
- total charge = 0
- gap between HOMO and LUMO (eV) = 10.76

***

Here is 2 unconnected molecules or ions with the total composition C2H5NO at a distorted geometry from the Open Molecules 2025 dataset. Energies are from ωB97M-V with the def2-TZVPD basis set.

Geometry as XYZ:
```
9
Properties=species:S:1:pos:R:3:forces:R:3
C 0.43625 -0.08116 0.37259 -0.925 -0.336 3.985
C -0.93415 -0.34604 -0.25421 -0.412 1.476 3.301
N 1.45145 0.76906 -0.07125 -0.801 1.515 -0.440
O 1.55689 -0.70596 -0.11628 -0.638 0.133 -0.139
H 0.16377 0.18362 2.13536 0.852 -0.939 -3.784
H -0.95526 0.25174 -1.11443 -0.305 0.695 -1.631
H -1.70560 0.13226 0.51479 1.388 -1.455 -1.867
H -1.10252 -1.38916 -0.49540 -0.061 -0.051 0.288
H 1.08917 1.18566 -0.97118 0.902 -1.039 0.287
```
Forces are in eV/Å.

Values from the calculation:
- E_LUMO (eV) = 0.635
- relative energy (zero: lowest compared OMol25 entry of this formula, charge and spin) (kcal/mol) = 146.98
- total charge = 0
- gap between HOMO and LUMO (eV) = 10.35

***

Here is a single C2H5NO molecule at a distorted geometry from the Open Molecules 2025 dataset. Energies are from ωB97M-V with the def2-TZVPD basis set.

Geometry as XYZ:
```
9
Properties=species:S:1:pos:R:3:forces:R:3
C 0.76516 -0.35580 1.52964 -0.650 0.249 -1.304
N 0.53044 -0.42327 0.27706 -0.122 0.299 0.809
O -0.16622 0.66695 -0.25224 -0.437 -0.224 -0.197
C -0.87494 0.13696 -1.36587 -3.169 -0.521 -1.310
H 0.46820 0.43408 2.21684 -0.011 0.044 -0.267
H 1.22107 -1.25603 1.85367 0.647 -0.455 0.688
H -1.95104 -0.54590 -1.02664 2.674 2.661 -0.710
H -0.30414 -0.75418 -1.69325 0.021 1.034 -0.722
H -1.15872 1.06230 -2.25472 1.049 -3.088 3.014
```
Forces are in eV/Å.

Values from the calculation:
- E_LUMO (eV) = 1.172
- relative energy (zero: lowest compared OMol25 entry of this formula, charge and spin) (kcal/mol) = 101.83
- total charge = 0
- gap between HOMO and LUMO (eV) = 10.87

***

Here is a single C2H5NO molecule from the Open Molecules 2025 dataset. Energies are from ωB97M-V with the def2-TZVPD basis set.

Geometry as XYZ:
```
9
Properties=species:S:1:pos:R:3:forces:R:3
C 1.02110 0.23980 0.45602 -0.005 0.041 0.010
C -0.37102 -0.32869 0.24182 -0.018 -0.167 0.178
N -0.98263 -0.11397 -0.98514 -0.285 -0.150 0.134
O -0.88367 -1.05105 1.07387 0.227 0.110 -0.267
H 1.04994 0.80579 1.39110 -0.071 -0.067 -0.151
H 1.40550 0.84976 -0.36511 -0.207 -0.064 0.073
H 1.68748 -0.62058 0.58673 -0.125 0.156 -0.047
H -1.86814 -0.59866 -1.04024 -0.036 0.021 0.109
H -1.05856 0.81760 -1.35906 0.520 0.119 -0.039
```
Forces are in eV/Å.

Values from the calculation:
- E_LUMO (eV) = 0.933
- relative energy (zero: lowest compared OMol25 entry of this formula, charge and spin) (kcal/mol) = 3.50
- total charge = 0
- gap between HOMO and LUMO (eV) = 10.81